52
Properties=species:S:1:pos:R:3 method="wB97M-V/def2-TZVPD" total_energy_ev=-29701.9681 total_charge=-1 fmax_ev_per_a=2.60
Mg 0.184 -0.079 -0.421
C 2.427 -2.647 -1.844
C 2.611 -2.069 -0.397
C 4.156 -1.939 -0.120
O 2.010 -0.764 -0.219
H 1.414 -2.982 -2.068
H 3.057 -3.521 -2.009
H 2.663 -1.925 -2.626
H 2.225 -2.748 0.363
H 4.423 -1.782 0.925
H 4.679 -1.197 -0.723
H 4.613 -2.908 -0.319
C -3.018 -0.454 2.197
C -2.506 -1.265 0.987
C -3.334 -1.205 -0.252
O -1.170 -0.963 0.727
H -2.392 -0.601 3.078
H -4.023 -0.765 2.484
H -3.040 0.604 1.936
H -2.577 -2.278 1.382
H -4.406 -1.301 -0.076
H -3.218 -2.059 -0.920
H -3.098 -0.313 -0.832
C -2.368 2.666 -0.405
C -0.847 2.925 -0.213
C -0.605 3.149 1.303
O -0.046 1.896 -0.726
H -2.773 1.780 0.083
H -2.649 2.621 -1.457
H -2.985 3.469 -0.003
H -0.599 3.876 -0.685
H 0.433 3.071 1.626
H -1.067 2.395 1.940
H -0.957 4.110 1.678
C 1.181 0.547 3.053
C 2.561 -0.069 3.244
O 3.419 0.383 2.213
H 1.128 1.596 3.345
H 0.363 0.080 3.601
H 0.936 0.445 1.996
H 2.512 -1.157 3.276
H 3.038 0.183 4.191
H 3.020 0.126 1.379
C -1.046 0.812 -3.750
C 0.008 -0.134 -3.322
O -0.443 -0.822 -2.160
H -2.027 0.339 -3.808
H -0.931 1.127 -4.787
H -1.110 1.699 -3.120
H 0.934 0.390 -3.086
H 0.243 -0.842 -4.116
H -1.001 -1.503 -2.541

---

12
Properties=species:S:1:pos:R:3 method="wB97M-V/def2-TZVPD" de_lowest_kj_mol=326.6 total_energy_ev=-6761.7929 total_charge=+1 fmax_ev_per_a=1.47
C 0.831 0.268 -1.480
C -0.030 -0.840 -1.451
C -0.286 -0.342 1.139
C 0.857 1.063 -0.396
C -0.831 -1.588 -0.930
N -0.054 0.820 0.642
H 1.400 0.492 -2.368
H -1.134 -0.481 1.794
H 0.461 -1.119 1.077
H 1.432 1.972 -0.336
H -1.502 -2.390 -0.787
H -0.698 1.588 0.835

---

14
Properties=species:S:1:pos:R:3 method="wB97M-V/def2-TZVPD" de_lowest_kj_mol=289.8 total_energy_ev=-18527.4670 fmax_ev_per_a=4.53
C 0.911 0.815 0.789
C 0.411 0.339 -1.400
C -0.252 -1.523 0.012
H 1.552 1.499 1.502
H -0.116 0.912 1.194
H 1.163 -0.353 0.911
H 1.702 2.074 -0.703
H 0.565 0.525 -2.515
H 0.369 -2.270 0.370
H -3.284 -0.639 1.062
N 0.946 1.326 -0.582
N 0.087 -0.870 -1.185
N -1.403 -1.437 0.577
S -2.652 -0.399 -0.034

---

42
Properties=species:S:1:pos:R:3 method="wB97M-V/def2-TZVPD" total_energy_ev=-133578.2461 total_charge=+1 fmax_ev_per_a=2.69
Sn -5.476 5.927 14.755
F -2.848 10.456 20.166
C -3.261 10.025 19.010
C -3.597 10.909 18.002
F -3.651 12.173 18.337
C -3.964 10.382 16.784
F -4.338 11.332 15.873
C -3.934 9.042 16.515
P -4.619 8.471 14.955
C -3.624 9.147 13.586
C -3.857 10.274 12.827
C -2.910 10.592 11.854
C -1.864 9.729 11.556
C -1.725 8.518 12.217
C -2.602 8.239 13.271
C -6.282 9.191 14.872
C -6.882 9.228 13.630
C -8.201 9.621 13.559
C -8.933 9.775 14.732
C -8.318 9.732 15.983
C -6.983 9.434 16.018
C -3.498 8.135 17.484
Br -3.015 6.401 16.950
C -3.167 8.615 18.759
F -2.595 7.871 19.670
H -4.668 10.943 13.181
H -2.994 11.568 11.369
H -1.092 10.047 10.800
H -0.895 7.889 12.106
H -2.433 7.415 13.886
H -6.289 9.054 12.734
H -8.663 9.562 12.519
H -9.928 10.063 14.608
H -8.885 9.998 16.863
H -6.393 9.253 16.963
Cl -1.471 4.224 12.420
C -2.903 4.948 11.763
C -3.877 5.405 12.838
O -4.833 6.137 12.591
O -3.688 4.992 14.011
H -3.391 4.141 11.137
H -2.665 5.875 11.219

---

94
Properties=species:S:1:pos:R:3 method="wB97M-V/def2-TZVPD" de_lowest_kj_mol=110.1 total_energy_ev=-90704.2449 total_charge=-1 fmax_ev_per_a=0.96
Li 0.160 0.934 0.215
O 6.202 1.851 3.418
C 5.099 1.837 3.991
O 4.801 1.962 5.194
C 3.888 1.610 3.055
C 2.596 1.627 3.558
C 1.535 1.366 2.705
N 1.718 1.052 1.425
C 2.948 1.075 0.922
C 4.059 1.371 1.701
C 3.032 0.749 -0.533
C 4.255 0.652 -1.192
C 4.272 0.334 -2.536
C 3.070 0.116 -3.191
C 1.903 0.228 -2.456
N 1.872 0.530 -1.163
C 0.107 1.411 3.145
C -0.256 1.928 4.387
C -1.592 1.964 4.738
C -2.537 1.491 3.841
C -2.090 0.999 2.627
N -0.807 0.955 2.282
H 2.485 1.817 4.616
H 5.067 1.422 1.314
H 5.177 0.833 -0.660
H 5.214 0.262 -3.067
H 3.031 -0.125 -4.245
H 0.939 0.086 -2.932
H 0.499 2.310 5.058
H -1.891 2.364 5.699
H -3.594 1.506 4.067
H -2.795 0.627 1.890
N -1.672 -1.972 -0.824
P -1.540 -2.007 0.925
C -1.859 -3.805 1.141
C -3.195 -4.198 1.220
C -3.540 -5.538 1.323
C -2.544 -6.504 1.372
C -1.211 -6.122 1.319
C -0.869 -4.782 1.200
C 0.266 -1.869 1.126
C 1.187 -2.130 0.118
C 2.546 -1.970 0.353
C 2.992 -1.546 1.597
C 2.079 -1.290 2.614
C 0.723 -1.445 2.375
P -1.584 -0.470 -1.677
C -1.813 -1.170 -3.368
C -0.810 -2.024 -3.833
C -0.898 -2.609 -5.085
C -1.989 -2.337 -5.903
C -2.983 -1.481 -5.456
C -2.896 -0.899 -4.196
C -3.207 0.339 -1.414
C -4.215 -0.217 -0.635
C -5.403 0.471 -0.415
C -5.594 1.725 -0.976
C -4.595 2.287 -1.762
C -3.410 1.602 -1.973
H -2.410 -2.592 -1.145
H -3.975 -3.443 1.213
H -4.582 -5.826 1.378
H -2.806 -7.551 1.458
H -0.431 -6.871 1.368
H 0.174 -4.493 1.158
H 0.834 -2.443 -0.857
H 3.255 -2.147 -0.446
H 4.049 -1.387 1.770
H 2.425 -0.931 3.574
H 0.004 -1.199 3.150
H 0.043 -2.241 -3.199
H -0.114 -3.274 -5.425
H -2.061 -2.792 -6.882
H -3.835 -1.262 -6.088
H -3.685 -0.239 -3.859
H -4.076 -1.192 -0.182
H -6.177 0.026 0.198
H -6.511 2.269 -0.792
H -4.730 3.271 -2.192
H -2.629 2.056 -2.571
Cl 5.189 5.012 -1.133
C 3.530 4.491 -0.876
C 2.952 4.580 0.381
C 1.648 4.159 0.576
C 0.859 3.599 -0.461
C -0.438 3.029 -0.248
C 1.491 3.565 -1.733
C 2.788 3.994 -1.937
H 3.531 4.968 1.210
H 1.221 4.227 1.572
H -1.053 2.978 -1.147
H -0.990 3.384 0.623
H 0.934 3.159 -2.572
H 3.237 3.936 -2.922

---

62
Properties=species:S:1:pos:R:3 method="wB97M-V/def2-TZVPD" de_lowest_kj_mol=0.0 total_energy_ev=-49467.3794 total_charge=+1 fmax_ev_per_a=2.23
Pb -0.198 -0.680 -0.456
C 4.308 -2.861 -2.478
C 3.005 -2.164 -1.952
C 2.193 -1.599 -3.151
C 3.285 -1.066 -0.954
C 4.508 -0.538 -0.439
C 4.123 0.398 0.508
N 2.783 0.462 0.531
N 2.268 -0.408 -0.413
B 1.898 1.382 1.408
N 0.997 2.242 0.473
C 0.826 3.569 0.606
C 0.032 4.018 -0.421
C -0.298 2.882 -1.200
N 0.252 1.788 -0.649
C -0.994 2.854 -2.563
C -1.254 4.259 -3.124
C -2.313 2.070 -2.486
N 1.054 0.490 2.387
C 1.125 0.467 3.720
C 0.271 -0.514 4.200
C -0.337 -1.086 3.050
N 0.115 -0.456 1.961
C -1.316 -2.246 2.972
C -2.800 -1.795 3.048
C -1.067 -3.256 4.107
H 4.000 -3.708 -3.115
H 4.895 -3.290 -1.651
H 4.933 -2.200 -3.088
H 2.390 -2.915 -1.437
H 2.737 -0.783 -3.632
H 1.191 -1.191 -2.865
H 2.021 -2.364 -3.947
H 5.507 -0.815 -0.709
H 4.732 1.007 1.135
H 2.592 2.131 2.038
H 1.335 4.123 1.370
H -0.243 5.062 -0.604
H -0.297 2.348 -3.260
H -1.917 4.850 -2.486
H -1.723 4.197 -4.127
H -0.326 4.839 -3.281
H -3.033 2.534 -1.774
H -2.191 1.006 -2.200
H -2.824 2.097 -3.481
H 1.791 1.082 4.310
H 0.066 -0.807 5.213
H -1.143 -2.748 2.008
H -3.054 -1.351 4.029
H -3.419 -2.692 2.924
H -3.094 -1.026 2.303
H -1.281 -2.824 5.108
H -0.030 -3.649 4.175
H -1.777 -4.124 3.988
S -5.465 -1.741 -1.388
C -5.233 -0.342 -0.374
C -3.903 -0.126 -0.173
N -3.046 -1.018 -0.730
C -3.757 -1.929 -1.404
H -6.082 0.214 -0.006
H -3.492 0.689 0.404
H -3.329 -2.748 -1.961